i) This record from the OMol25 dataset describes a cluster of 2 separate species, C3H4O2S in total. The level of theory is ωB97M-V with the def2-TZVPD basis set.

The geometry in XYZ format:
```
10
Properties=species:S:1:pos:R:3:lowdin_spin:R:1
C -2.06546 -0.40770 -0.35013 0.027
C 0.40963 0.79386 -0.02070 0.680
C 1.29081 -0.38499 0.24548 0.199
O -1.14015 -0.66408 -1.02016 0.007
O -0.36230 1.22326 0.79742 0.864
S -3.22437 -0.02544 0.61242 0.063
H 0.60983 1.11317 -1.06571 0.101
H 0.92295 -0.90456 1.19438 0.004
H 2.23519 0.23595 0.39500 0.035
H 1.32386 -0.97947 -0.78802 0.021
```

**Expectation value of S²**: 2.007
**Gap between HOMO and LUMO (alpha / beta)**: 6.4 / 7.9 eV
**HOMO energy (alpha / beta)**: -5.561 / -10.401 eV
**LUMO level (alpha / beta)**: 0.80 / -2.46 eV
**Multiplicity**: 3

***

ii) This record from the OMol25 dataset describes a cluster of 2 separate species, C3H4O2S in total. The level of theory is ωB97M-V with the def2-TZVPD basis set.

The geometry in XYZ format:
```
10
Properties=species:S:1:pos:R:3:lowdin_spin:R:1
C -0.96500 -0.35449 -0.80323 0.591
C 0.01385 0.10690 0.00930 0.195
C 0.61741 1.38685 0.49910 0.040
O -0.45022 -2.44133 0.93966 0.128
O 0.92004 -2.26539 -1.08908 0.127
S 0.02515 -1.66979 -0.14631 0.171
H -2.67155 0.23736 -1.23527 0.739
H 0.38786 2.12465 -0.17751 0.006
H 1.72262 1.20357 0.45953 0.001
H 0.39983 1.67167 1.54382 0.001
```

**Expectation value of S²**: 2.008
**Gap between HOMO and LUMO (alpha / beta)**: 8.2 / 7.5 eV
**HOMO energy (alpha / beta)**: -7.741 / -10.938 eV
**LUMO level (alpha / beta)**: 0.45 / -3.44 eV
**Multiplicity**: 3

***

Least stable structure: ii)

***

i) This record from the OMol25 dataset describes a structure of composition C27H27IrN4O4Te. The level of theory is ωB97M-V with the def2-TZVPD basis set.

The geometry in XYZ format:
```
64
Properties=species:S:1:pos:R:3:lowdin_spin:R:1
Ir 0.09274 0.06180 0.41754 0.094
C 3.76450 -1.28579 1.15360 0.012
C 3.37035 0.03151 0.59406 0.001
N 2.15801 0.48434 0.29364 0.006
C 2.30711 1.79771 -0.12205 0.000
C 3.62433 2.12701 -0.09620 0.000
N 4.26423 1.00832 0.35864 0.000
C 4.44236 3.33577 -0.41943 0.000
O 3.80800 4.38017 -0.89126 0.000
O 5.63259 3.27074 -0.24711 0.000
C 1.10980 2.59937 -0.47059 0.000
O 1.21796 3.75906 -0.83521 0.000
O -0.01203 1.96856 -0.32890 0.001
H 3.03038 -2.04915 0.91991 0.011
H 3.87226 -1.22249 2.23813 0.001
H 4.72026 -1.60150 0.73665 0.001
H 5.26855 0.97644 0.47949 0.000
H 2.82680 4.21980 -0.97868 0.000
C -1.58174 -2.36234 -1.66977 0.015
C -1.16851 -0.92486 -1.95242 0.001
C -2.31329 0.04557 -1.79995 0.000
C -3.05275 0.32850 -2.93558 0.000
C -4.13029 1.19788 -2.87378 0.000
C -4.39495 1.85805 -1.69122 0.000
C -3.64781 1.63770 -0.53356 0.000
C -3.82127 2.66600 0.56703 0.000
C -3.15459 3.98286 0.15363 0.000
C -2.67503 0.62862 -0.57958 0.000
N -1.91150 0.25906 0.56496 0.001
C -2.33899 0.36113 1.79365 0.001
C -1.35163 0.45108 2.79832 0.005
C -1.32899 0.62982 4.18520 0.004
C -0.00086 0.84763 4.53704 0.004
C 0.76048 0.79849 3.36268 0.015
N -0.05207 0.58046 2.32292 0.002
H -0.77822 -3.07306 -1.85150 0.000
H -2.41234 -2.60797 -2.33212 0.000
H -1.94066 -2.47867 -0.64514 0.016
H -0.77024 -0.83144 -2.96446 0.000
H -0.23092 -0.64342 -1.36742 0.000
H -2.77794 -0.13138 -3.87736 0.000
H -4.72051 1.40035 -3.75687 0.000
H -5.17240 2.61200 -1.66215 0.000
H -3.40470 2.36675 1.52327 0.000
H -4.88871 2.82376 0.73596 0.000
H -2.08585 3.83628 -0.00802 0.000
H -3.28962 4.73748 0.92845 0.000
H -3.58243 4.36641 -0.77257 0.000
H -3.39880 0.41510 2.00770 0.000
H -2.18408 0.62214 4.84130 0.000
H 0.38547 1.04017 5.52362 0.000
H 1.82434 0.92222 3.23528 0.000
Te 0.15868 -2.27709 1.48970 0.654
C 1.09374 -3.52838 0.11088 0.049
C 1.11942 -4.89557 0.38666 0.038
C 1.72961 -5.76341 -0.50694 -0.005
C 2.32408 -5.26983 -1.65981 0.044
C 2.30911 -3.90497 -1.92901 -0.002
C 1.69196 -3.03300 -1.04876 0.030
H 0.66541 -5.28518 1.28945 0.000
H 1.74248 -6.82482 -0.29993 -0.001
H 2.80391 -5.94927 -2.35132 0.003
H 2.77835 -3.52277 -2.82599 -0.001
H 1.67644 -1.96978 -1.26471 0.001
```

**Expectation value of S²**: 0.759
**Gap between HOMO and LUMO (alpha / beta)**: 7.5 / 5.3 eV
**HOMO energy (alpha / beta)**: -10.972 / -10.975 eV
**Net charge**: +1
**LUMO level (alpha / beta)**: -3.51 / -5.71 eV
**Multiplicity**: 2

***

ii) This record from the OMol25 dataset describes a structure of composition C27H27IrN4O4Te. The level of theory is ωB97M-V with the def2-TZVPD basis set.

The geometry in XYZ format:
```
64
Properties=species:S:1:pos:R:3:lowdin_spin:R:1
Ir 0.00803 1.13681 0.05331 0.081
C -0.62088 1.32398 3.98331 0.000
C 0.69436 1.42180 3.30436 0.002
N 0.95929 1.38810 1.99991 -0.001
C 2.32015 1.54856 1.86956 0.000
C 2.88978 1.67446 3.09262 0.001
N 1.84795 1.59735 3.97294 0.001
C 4.25745 1.95356 3.62058 0.000
O 5.24390 1.97542 2.75072 0.000
O 4.38439 2.14439 4.80043 0.000
C 2.88851 1.53484 0.52687 0.000
O 4.08191 1.58304 0.31298 0.002
O 1.96984 1.44098 -0.40190 0.004
H -1.28544 2.11145 3.63071 0.000
H -0.49548 1.43506 5.05839 0.000
H -1.09222 0.36569 3.77695 0.000
H 1.98006 1.67048 4.97325 0.000
H 4.93330 1.81712 1.82610 0.000
C 2.34997 -1.70649 -0.39554 0.000
C 1.55365 -1.87301 0.90799 0.001
C 0.23423 -2.53243 0.61054 0.001
C 0.22363 -3.92073 0.52623 0.000
C -0.92107 -4.61737 0.18751 0.001
C -2.05257 -3.91780 -0.18295 0.000
C -2.08452 -2.52898 -0.14779 0.002
C -3.25718 -1.83589 -0.82211 0.012
C -3.27582 -2.15759 -2.32104 0.013
C -0.96349 -1.84578 0.36399 0.004
N -1.13570 -0.44086 0.67264 0.003
C -2.22248 -0.09525 1.30474 0.000
C -2.46769 1.25888 1.45928 0.000
C -3.46120 2.03756 2.05180 0.001
C -3.07632 3.36250 1.84146 0.000
C -1.86813 3.33966 1.13111 0.003
N -1.50544 2.06778 0.91552 0.001
H 3.31459 -1.23037 -0.21776 0.000
H 1.79973 -1.09733 -1.11466 0.000
H 2.52717 -2.67996 -0.85415 0.000
H 1.39872 -0.90995 1.38646 0.001
H 2.12444 -2.49899 1.59464 0.000
H 1.14103 -4.45704 0.73921 0.000
H -0.91702 -5.69912 0.17140 0.000
H -2.93185 -4.45355 -0.52136 0.000
H -3.19651 -0.75519 -0.70953 0.009
H -4.19768 -2.15881 -0.36971 0.000
H -2.30559 -1.93278 -2.77176 0.009
H -4.03860 -1.56655 -2.83012 0.000
H -3.48605 -3.21081 -2.50109 0.000
H -2.90483 -0.84761 1.68633 0.000
H -4.34754 1.67259 2.54657 0.000
H -3.58345 4.25599 2.16646 0.000
H -1.28137 4.17243 0.77437 0.000
Te -1.34789 1.13183 -2.14359 0.640
C 0.00814 0.99544 -3.68838 0.065
C -0.50183 0.84769 -4.98436 0.045
C 0.37113 0.73384 -6.05038 -0.004
C 1.74296 0.76693 -5.82924 0.061
C 2.24827 0.92652 -4.54406 -0.004
C 1.38837 1.04305 -3.46523 0.043
H -1.57155 0.81673 -5.15380 0.000
H -0.01516 0.61673 -7.05385 -0.001
H 2.42319 0.66762 -6.66482 0.003
H 3.31739 0.95807 -4.38144 -0.001
H 1.78699 1.17525 -2.47064 0.001
```

**Expectation value of S²**: 0.765
**Gap between HOMO and LUMO (alpha / beta)**: 7.3 / 5.8 eV
**HOMO energy (alpha / beta)**: -11.335 / -11.375 eV
**Net charge**: +1
**LUMO level (alpha / beta)**: -4.00 / -5.62 eV
**Multiplicity**: 2

***

Least stable structure: ii)

***

i) This record from the OMol25 dataset describes an isolated molecule of C6H7NO2. The level of theory is ωB97M-V with the def2-TZVPD basis set.

The geometry in XYZ format:
```
16
Properties=species:S:1:pos:R:3:lowdin_charge:R:1
O -1.72967 0.52154 3.08625 -0.093
C -2.43661 -0.13916 2.24653 -0.235
N -1.87300 -0.32918 0.89627 0.029
C -0.69982 0.52701 0.83356 -0.031
C 0.24498 0.24894 -0.18859 -0.292
C 0.33588 -0.58542 -1.43265 -0.036
C 1.66722 -0.51569 -1.96233 -0.018
C 2.42110 0.40895 -0.93632 -0.119
O 1.47185 0.73408 0.15068 -0.060
H -3.63873 -0.52146 2.32522 0.176
H -2.38753 -0.85325 0.32405 0.054
H -0.42002 0.93001 1.92377 0.157
H -0.60765 -0.75904 -2.17617 0.148
H 1.80677 -0.86064 -3.05238 0.122
H 3.14800 -0.07622 -0.46339 0.067
H 2.69722 1.26951 -1.57449 0.129
```

**Gap between HOMO and LUMO**: 7.6 eV
**HOMO energy**: -7.295 eV
**LUMO level**: 0.26 eV
**Multiplicity**: 1

***

ii) This record from the OMol25 dataset describes a structure of composition C6H7NO2. The level of theory is ωB97M-V with the def2-TZVPD basis set.

The geometry in XYZ format:
```
16
Properties=species:S:1:pos:R:3:lowdin_charge:R:1
C -0.97603 -0.17510 -0.10231 -0.333
C 0.32037 -0.79678 -0.91673 -0.121
C 1.08915 -0.33316 0.86367 -0.191
C 1.32512 0.42050 -0.54543 -0.147
C -0.53360 1.28768 0.21191 -0.112
C -0.26675 0.11833 1.23585 -0.066
H -2.94868 0.24494 -0.11569 0.054
H -2.60285 -1.26906 0.31394 0.138
H -0.05785 -1.36509 -1.80647 0.159
H 1.96369 -0.43762 1.57199 0.167
H 2.35802 0.45960 -0.99100 0.174
H -1.24317 2.06535 0.32265 0.138
H -0.58122 -0.13451 2.30981 0.167
N -2.31710 -0.46805 -0.37401 0.079
O 1.03987 -1.54421 0.03041 -0.075
O 0.65791 1.61720 -0.46403 -0.031
```

**Gap between HOMO and LUMO**: 9.9 eV
**HOMO energy**: -8.967 eV
**LUMO level**: 0.93 eV
**Multiplicity**: 1

***

Least stable structure: i)

***

i) This record from the OMol25 dataset describes an isolated molecule of C2H6N2OS2. The level of theory is ωB97M-V with the def2-TZVPD basis set.

The geometry in XYZ format:
```
13
Properties=species:S:1:pos:R:3:lowdin_charge:R:1
C -1.86064 -0.77294 1.36709 -0.404
C 0.22423 0.59172 0.37327 -0.794
N 1.25466 -0.60356 -1.55239 0.022
N 1.30477 -0.16384 -0.19862 -0.359
O 1.40335 2.20771 -1.19521 -0.554
S -0.40347 0.06449 2.03217 0.790
S 1.68626 1.60592 0.08843 0.943
H -2.15035 -0.24646 0.51099 0.000
H -2.48788 -1.05621 2.18447 0.028
H -1.48926 -1.71225 0.93174 0.043
H -0.57422 0.76190 -0.55198 0.155
H 2.17129 -0.84279 -1.85418 0.070
H 0.92126 0.16631 -2.13578 0.060
```

**Gap between HOMO and LUMO**: 9.7 eV
**HOMO energy**: -8.989 eV
**LUMO level**: 0.74 eV
**Multiplicity**: 1

***

ii) This record from the OMol25 dataset describes an isolated molecule of C2H6N2OS2. The level of theory is ωB97M-V with the def2-TZVPD basis set.

The geometry in XYZ format:
```
13
Properties=species:S:1:pos:R:3:lowdin_charge:R:1
N -2.16827 -0.39861 0.06564 0.050
N -0.97201 0.29726 0.15847 -0.013
C 0.20018 -0.41448 0.04516 -0.474
O 0.42350 -1.60122 0.01167 0.008
C 1.54153 0.66040 0.28818 -0.884
S 1.35220 2.09039 -0.93743 0.663
S 2.98651 -0.42156 0.13551 0.677
H -2.42693 -0.90644 0.86198 0.071
H -2.37552 -0.91078 -0.73375 0.066
H -0.95311 1.24139 0.04456 0.054
H 1.52641 1.18525 1.29138 0.060
H 1.60072 1.32350 -1.95459 -0.169
H 2.12069 -1.40828 -0.29673 -0.110
```

**Gap between HOMO and LUMO**: 9.6 eV
**HOMO energy**: -8.942 eV
**LUMO level**: 0.63 eV
**Multiplicity**: 1

***

Least stable structure: i)